<w>
Below is 2 unconnected molecules or ions with the total composition C2H7N4, with properties calculated with wB97M-V/def2-TZVPD.

```
! wB97M-V def2-TZVPD RIJCOSX def2/J DEFGRID3
* xyz 1 1
C -1.7347 0.7083 -0.5057
C -0.9723 -0.2246 0.3592
N -2.2861 -0.3971 -0.4499
N 0.7020 -1.6135 0.4216
N 0.0485 -0.8245 -0.3096
N 1.2575 1.0454 -0.3761
H -1.9992 1.7590 -0.7976
H -1.2145 -0.4762 1.4300
H 1.2230 -2.3116 -0.0781
H 0.6492 -1.7376 1.4769
H 0.5522 1.7624 -0.1529
H 2.0636 0.9882 0.2390
H 1.7109 1.3220 -1.2569
*
```

Its HOMO energy is -14.7 eV. For the HOMO-LUMO gap, the calculation gives 9.28 eV.

---

<x>
Below is a gas-phase ion, C2H7N4 (charge +1), with properties calculated with wB97M-V/def2-TZVPD.

```
! wB97M-V def2-TZVPD RIJCOSX def2/J DEFGRID3
* xyz 1 1
N -1.3904 -0.0699 -0.9112
C -1.6909 0.3680 0.3566
N -0.5384 0.6574 1.1607
C 0.6878 0.4375 0.8747
N 1.1305 -0.1552 -0.2928
N 2.2945 -0.7316 -0.4285
H -0.8920 0.6064 -1.4483
H -2.1967 -0.4826 -1.3416
H -2.1340 -0.5215 0.8376
H -2.4468 1.2274 0.4612
H 1.4160 0.5486 1.6194
H 2.7936 -0.8907 -1.2775
H 2.9668 -0.9937 0.3898
*
```

The SMILES is NC/N=C\N=[NH2+]. Its HOMO energy (spin up / spin down) is -14.0 / -14.0 eV. For the HOMO-LUMO gap (spin up / spin down), the calculation gives 7.00 / 6.99 eV.

---

<y>
Below is a gas-phase ion, C2H7N4 (charge +1), with properties calculated with wB97M-V/def2-TZVPD.

```
! wB97M-V def2-TZVPD RIJCOSX def2/J DEFGRID3
* xyz 1 1
N 0.8841 1.0175 0.3900
C -0.0859 0.4955 -0.6122
C -0.6545 -0.9480 -0.3210
N -1.9277 -0.6236 0.3619
N -2.2037 0.6537 0.1712
N -1.3438 1.3657 -0.2783
H 1.8706 0.6440 0.0455
H 0.5722 0.5984 1.3336
H 0.8482 2.1087 0.5256
H 0.2527 0.7324 -1.6324
H -0.8547 -1.6007 -1.0691
H 0.1454 -1.4571 0.3066
H -2.8208 -1.1207 0.5066
*
```

The SMILES is [NH3+][C@H]1CNN=N1. Its HOMO energy is -14.2 eV. For the HOMO-LUMO gap, the calculation gives 10.08 eV.

---

<z>
Below is a gas-phase ion, C2H7N4 (charge +1), with properties calculated with wB97M-V/def2-TZVPD.

```
! wB97M-V def2-TZVPD RIJCOSX def2/J DEFGRID3
* xyz 1 1
C 0.1241 1.2508 -0.3490
C -1.9289 -1.1983 -0.0606
N -1.3999 1.0410 0.2424
N -1.8409 0.0116 0.1231
N 0.6757 0.0540 -0.5923
N 1.7050 -0.3136 0.2809
H -0.1614 1.8611 -1.3289
H 0.6958 1.8339 0.5739
H -2.3883 -1.8611 0.7575
H -1.7682 -1.4975 -1.1304
H 1.9932 -1.3168 0.2142
H 1.5440 0.0506 1.2933
H 2.7498 0.0843 -0.0240
*
```

Its HOMO energy (spin up / spin down) is -13.3 / -13.3 eV. For the HOMO-LUMO gap (spin up / spin down), the calculation gives 8.55 / 8.55 eV.

---

Which structure is the least stable? The one labeled <z>.

---

<w>
Below is a molecular structure, CH4F2InNO5S2, with properties calculated with wB97M-V/def2-TZVPD.

```
! wB97M-V def2-TZVPD RIJCOSX def2/J DEFGRID3
* xyz 2 1
In -0.1286 -1.0238 2.0571
N -1.0238 0.3489 0.7891
S -1.6580 1.7225 0.7737
O -3.0571 1.8383 0.3627
O -0.7854 2.9206 0.6565
F -2.0152 1.7366 2.3635
S -0.6037 0.5370 -0.8660
O 0.7440 0.9979 -1.0548
O -1.6146 0.8566 -1.8757
F -0.3819 -1.0282 -1.1382
C 1.7791 -1.8179 -0.5244
O 1.2374 -0.8976 0.4425
H 2.8125 -2.1174 -0.3497
H 1.0726 -2.6430 -0.6150
H 1.7634 -1.2641 -1.4631
H 1.8594 -0.1663 0.4417
*
```

Its HOMO energy is -19.5 eV. For the HOMO-LUMO gap, the calculation gives 3.77 eV.

---

<x>
Below is a molecular structure, CH4F2InNO5S2, with properties calculated with wB97M-V/def2-TZVPD.

```
! wB97M-V def2-TZVPD RIJCOSX def2/J DEFGRID3
* xyz 2 1
In -1.3640 -1.4291 1.4834
N 1.3263 -0.9141 0.6575
S 2.5723 -1.4069 -0.1850
O 3.6373 -2.1209 0.4641
O 2.7947 -0.6576 -1.4007
F 1.7821 -2.6669 -0.7623
S 2.2935 0.4171 1.2130
O 2.3533 1.6113 0.4053
O 3.4138 0.1557 2.0597
F 1.1742 0.9109 2.2216
C -3.3119 1.3549 -1.1185
O -2.6783 0.1775 -0.6647
H -4.0196 1.1039 -1.9216
H -3.9051 1.8151 -0.3152
H -2.6730 2.1192 -1.5553
H -3.3958 -0.4701 -0.5813
*
```

Its HOMO energy is -18.5 eV. For the HOMO-LUMO gap, the calculation gives 2.70 eV.

---

Which structure is the least stable? The one labeled <w>.